{"formula": "C2H12O3S2", "method": "the ωB97M-V functional and the def2-TZVPD basis", "species": ["C", "C", "H", "O", "O", "H", "S", "H", "H", "H", "O", "H", "S", "H", "H", "H", "H", "H", "H"], "positions_angstrom": [[0.62426, -2.13117, 1.84762], [-0.33692, -2.79029, 0.87123], [-0.18068, 2.88759, -3.05836], [0.48770, 2.19069, -3.18602], [-3.74891, 4.01275, -0.56459], [-0.14915, -2.34361, -0.10567], [2.39810, -2.28322, 1.43570], [-0.34160, -0.04564, -0.96390], [0.49132, -2.55647, 2.84480], [0.30630, 1.66768, -2.36603], [0.32331, 0.64378, -0.87283], [-1.32780, -2.43558, 1.17474], [2.90633, -0.35454, 1.02582], [4.10752, -0.50923, 0.44191], [-3.20747, 4.51276, 0.03770], [0.81800, 0.33490, -0.08309], [-3.38020, 4.12995, -1.44189], [-0.28634, -3.86877, 0.92476], [0.49624, -1.06159, 2.03809]], "mulliken_charge": [-0.66, -0.87, 0.31, -0.61, -0.64, 0.20, -0.02, 0.29, 0.37, 0.39, -0.65, 0.29, -0.24, 0.18, 0.32, 0.27, 0.32, 0.36, 0.40], "gap_ev": 8.84, "e_homo_ev": -8.4204, "largest_force_ha_per_bohr": 0.0344, "relative_energy_kcal_mol": 26.34, "charge": 0, "smiles": "CCSS.O.O.O"}

---

{"formula": "C2H12O3S2", "method": "the ωB97M-V functional and the def2-TZVPD basis", "species": ["H", "H", "H", "H", "H", "O", "H", "H", "C", "O", "H", "S", "H", "O", "S", "H", "C", "H", "H"], "positions_angstrom": [[-0.32770, -2.45440, 1.33101], [-2.60124, -2.23389, -0.96345], [3.40602, 1.41740, 0.30003], [-1.03882, 0.77931, 1.81606], [2.00577, 1.20079, -0.78530], [0.84307, -1.59166, -3.05881], [-0.69582, 1.63869, 0.34347], [-0.00406, -1.96854, -2.78274], [2.32500, 1.40834, 0.21482], [-2.05456, -2.05345, -1.72894], [-2.42629, -2.24599, -2.59513], [0.30454, 2.71833, 2.21257], [2.05772, 0.56048, 0.84817], [-0.57426, -1.64797, 1.79286], [1.71206, 3.00164, 0.74030], [-1.96605, 2.23911, 1.57028], [-1.00934, 1.76204, 1.36410], [0.51824, -0.73155, -3.35943], [-0.47429, -1.79867, 2.74013]], "mulliken_charge": [0.30, 0.31, 0.34, 0.11, 0.28, -0.63, 0.24, 0.32, -0.78, -0.63, 0.31, -0.09, 0.26, -0.61, -0.10, 0.33, -0.57, 0.31, 0.30], "gap_ev": 8.36, "e_homo_ev": -8.1002, "largest_force_ha_per_bohr": 0.0264, "relative_energy_kcal_mol": 22.63, "charge": 0, "smiles": "CSSC.O.O.O"}

---

{"formula": "C2H12O3S2", "method": "the ωB97M-V functional and the def2-TZVPD basis", "species": ["H", "C", "H", "H", "S", "H", "H", "H", "H", "H", "O", "O", "C", "H", "H", "H", "O", "S", "H"], "positions_angstrom": [[-0.53808, -1.00482, 1.60922], [4.46222, -1.00055, 0.44596], [-6.78522, 2.02591, 0.52928], [1.41647, 2.90217, -0.78367], [2.29088, 0.67262, -1.23412], [-4.70440, -2.44861, 0.48719], [-1.09113, -1.39033, 0.13804], [5.33974, -1.01609, -0.24640], [-5.48137, -1.17871, 0.30236], [4.72562, -0.30186, 1.10405], [-4.80831, -1.66820, -0.14458], [-1.27718, -0.78682, 1.00352], [1.37933, 1.94857, -0.34506], [-7.08495, 2.71729, 1.62707], [4.55656, -1.96245, 0.99997], [0.34262, 1.68444, -0.50550], [-7.48080, 1.93457, 1.15945], [2.78220, -0.87886, -0.18479], [1.61596, 1.74844, 0.68840]], "mulliken_charge": [0.32, -0.88, 0.30, 0.35, -0.07, 0.33, 0.33, 0.31, 0.30, 0.35, -0.63, -0.66, -0.77, 0.32, 0.27, 0.28, -0.62, -0.06, 0.24], "gap_ev": 9.42, "e_homo_ev": -8.8096, "largest_force_ha_per_bohr": 0.0832, "relative_energy_kcal_mol": 53.27, "charge": 0, "smiles": "CSSC.O.O.O"}

---

{"formula": "C2H12O4", "method": "the ωB97M-V functional and the def2-TZVPD basis", "species": ["O", "H", "O", "C", "H", "H", "O", "C", "H", "H", "H", "H", "O", "H", "H", "H", "H", "H"], "positions_angstrom": [[-0.58428, -0.12806, -0.70953], [-2.35872, 0.67902, -0.21911], [2.71540, 0.55617, -0.69960], [-1.69729, -0.54318, 1.45361], [-1.09351, 0.18442, 1.98438], [1.39520, -1.87880, 0.32818], [1.43442, -1.91201, -0.62262], [-1.82871, -0.25751, -0.05666], [3.57444, 0.73546, -0.35704], [1.87119, -1.10476, -0.89238], [0.05236, 2.87699, -0.69330], [-1.23613, -1.52927, 1.53573], [0.63388, 2.22024, -0.33131], [0.16552, 1.37873, -0.58697], [2.14382, 1.35403, -0.63832], [-2.40409, -1.06729, -0.50644], [-0.06011, -0.93678, -0.80034], [-2.72339, -0.62740, 1.81172]], "mulliken_charge": [-0.62, 0.31, -0.67, -1.03, 0.27, 0.32, -0.74, -0.27, 0.29, 0.42, 0.32, 0.26, -0.73, 0.47, 0.39, 0.30, 0.33, 0.37], "gap_ev": 11.27, "e_homo_ev": -10.4980, "largest_force_ha_per_bohr": 0.0275, "relative_energy_kcal_mol": 1.82, "charge": 0, "smiles": "CCO.O.O.O"}

---

{"formula": "C2H12O4", "method": "the ωB97M-V functional and the def2-TZVPD basis", "species": ["H", "H", "C", "O", "H", "H", "C", "H", "H", "O", "O", "H", "H", "H", "H", "O", "H", "H"], "positions_angstrom": [[-2.18880, 0.80796, 1.05126], [0.51093, -2.34841, 1.89321], [-0.07569, -2.14146, -0.07413], [1.67850, 0.37892, -0.94019], [1.07224, 1.02756, 0.61720], [-0.78448, 1.45842, 1.07477], [0.23847, -1.63224, 1.11787], [1.38056, 2.41122, 1.24541], [-1.32422, 0.93635, -1.14390], [-0.94156, 0.49819, -1.94079], [0.94997, 1.56404, 1.42999], [-0.48786, -1.53357, -0.87574], [1.97577, -0.46349, -1.25423], [-1.21100, 1.03367, -2.70064], [0.05077, -3.19913, -0.26912], [-1.62954, 1.42994, 0.56835], [0.73686, 0.39777, -1.23587], [0.04908, -0.62574, 1.43656]], "mulliken_charge": [0.33, 0.26, -0.52, -0.72, 0.42, 0.40, -0.33, 0.30, 0.42, -0.70, -0.72, 0.32, 0.34, 0.29, 0.21, -0.76, 0.37, 0.09], "gap_ev": 10.73, "e_homo_ev": -10.0200, "largest_force_ha_per_bohr": 0.0313, "relative_energy_kcal_mol": 15.03, "charge": 0, "smiles": "C=C.O.O.O.O"}

---

{"formula": "C2H12O4", "method": "the ωB97M-V functional and the def2-TZVPD basis", "species": ["H", "O", "H", "H", "O", "C", "O", "H", "H", "O", "H", "H", "H", "C", "H", "H", "H", "H"], "positions_angstrom": [[-1.98438, 0.58670, -0.84233], [-0.39973, 1.34192, 1.38595], [-0.80394, -1.77153, -0.58660], [-0.52135, 1.57280, 0.44333], [-2.39474, -0.37776, 0.60840], [2.62363, -0.46946, 0.35444], [-1.48465, 1.15135, -1.48033], [3.62264, -0.82554, 0.58314], [2.97279, 1.12174, -0.92977], [-0.06916, -2.34420, -0.28781], [1.23295, 0.79285, -0.75567], [-0.53891, -3.18272, -0.31801], [0.56013, 1.22271, 1.35768], [2.22295, 0.51581, -0.42351], [1.91315, -1.23664, 0.64884], [-3.19783, 0.02674, 0.93495], [-2.08970, 1.82920, -1.79307], [-1.66383, 0.04602, 1.10038]], "mulliken_charge": [0.38, -0.74, 0.31, 0.36, -0.71, -0.34, -0.66, 0.24, 0.16, -0.58, 0.26, 0.29, 0.33, -0.54, 0.18, 0.29, 0.29, 0.48], "gap_ev": 10.68, "e_homo_ev": -10.1473, "largest_force_ha_per_bohr": 0.0379, "relative_energy_kcal_mol": 24.50, "charge": 0, "smiles": "C=C.O.O.O.O"}

---

{"formula": "C2H12O4", "method": "the ωB97M-V functional and the def2-TZVPD basis", "species": ["O", "H", "H", "O", "H", "H", "H", "H", "C", "H", "H", "H", "H", "H", "H", "O", "C", "O"], "positions_angstrom": [[0.38112, 1.12070, 2.54072], [-0.24691, -1.06547, -2.11736], [-2.91130, -0.72267, -0.47693], [0.97463, -1.03176, 1.81259], [1.47307, 0.03482, -1.33541], [-0.59217, 1.65521, 0.42609], [2.21418, -0.55347, -2.45131], [-0.20389, 1.80546, 2.78409], [-1.22446, -1.24399, -1.54556], [0.00924, 0.35974, 2.95258], [1.02214, 1.77333, 0.55298], [-2.19169, 0.58616, -1.09398], [1.49137, -1.65693, 1.39912], [-1.11401, -2.29055, -1.31012], [1.04809, -0.22274, 1.23867], [0.27057, 1.59428, -0.02103], [-2.11419, -0.43057, -1.08835], [1.71421, 0.28845, -2.26681]], "mulliken_charge": [-0.64, 0.24, 0.23, -0.64, 0.25, 0.30, 0.33, 0.27, -0.37, 0.32, 0.30, 0.36, 0.28, 0.22, 0.40, -0.56, -0.67, -0.63], "gap_ev": 10.59, "e_homo_ev": -10.1745, "largest_force_ha_per_bohr": 0.0889, "relative_energy_kcal_mol": 58.96, "charge": 0, "smiles": "C=C.O.O.O.O"}